No. 1
Here is a molecular structure, C3H7O3 from the Open Molecules 2025 dataset. Energies are from ωB97M-V with the def2-TZVPD basis set.

Relative energy (zero: lowest compared OMol25 entry of this formula, charge and spin) (kcal/mol): 48.1
Net charge: -1
Total energy (eV): -9367.0704
Gap between HOMO and LUMO (eV): 8.9

CARTESIAN COORDINATES (ANGSTROEM)
1 O -3.81 -1.12 0.02
2 C -2.76 -0.73 0.61
3 O -1.63 -0.60 0.08
4 H -2.76 -0.50 1.75
5 H -0.57 -1.07 -0.23
6 C 1.17 -0.07 0.11
7 O 0.54 -1.13 -0.61
8 C 1.73 1.13 -0.73
9 H 2.05 -0.54 0.89
10 H 0.56 0.40 0.90
11 H 1.27 1.15 -1.78
12 H 2.85 1.11 -0.86
13 H 1.36 1.99 -0.14

Partial charges, Mulliken, in e: atom 1 (O): -0.640, atom 2 (C): 0.073, atom 3 (O): -0.416, atom 4 (H): 0.206, atom 5 (H): 0.391, atom 6 (C): -0.111, atom 7 (O): -0.737, atom 8 (C): -0.816, atom 9 (H): 0.151, atom 10 (H): 0.190, atom 11 (H): 0.234, atom 12 (H): 0.236, atom 13 (H): 0.240


No. 2
Here is 2 unconnected molecules or ions with the total composition C3H7O3 from the Open Molecules 2025 dataset. Energies are from ωB97M-V with the def2-TZVPD basis set.

Relative energy (zero: lowest compared OMol25 entry of this formula, charge and spin) (kcal/mol): 18.9
Net charge: -1
Total energy (eV): -9368.3366
Gap between HOMO and LUMO (eV): 7.1

CARTESIAN COORDINATES (ANGSTROEM)
1 O 1.53 3.53 -0.28
2 H 1.57 2.55 -0.36
3 H 2.43 3.79 0.03
4 O 1.11 -0.86 -1.18
5 O -0.18 -2.60 -1.56
6 C 0.02 -1.48 -1.04
7 C -0.61 -0.66 1.16
8 C -1.08 -0.87 -0.28
9 H 0.47 -0.46 1.18
10 H -0.80 -1.62 1.65
11 H -1.12 0.14 1.72
12 H -1.38 0.08 -0.77
13 H -1.96 -1.53 -0.26

Partial charges, Mulliken, in e: atom 1 (O): -0.672, atom 2 (H): 0.357, atom 3 (H): 0.309, atom 4 (O): -0.741, atom 5 (O): -0.758, atom 6 (C): 0.407, atom 7 (C): -1.053, atom 8 (C): -0.098, atom 9 (H): 0.269, atom 10 (H): 0.293, atom 11 (H): 0.272, atom 12 (H): 0.228, atom 13 (H): 0.185


No. 3
Here is 2 unconnected molecules or ions with the total composition C3H7OS from the Open Molecules 2025 dataset. Energies are from ωB97M-V with the def2-TZVPD basis set.

Relative energy (zero: lowest compared OMol25 entry of this formula, charge and spin) (kcal/mol): 70.3
Net charge: -1
Total energy (eV): -16105.2306
Gap between HOMO and LUMO (eV): 6.4

CARTESIAN COORDINATES (ANGSTROEM)
1 C -2.23 0.65 -0.56
2 S -1.89 0.24 -2.33
3 H -1.25 0.93 0.05
4 H -2.85 1.60 -0.62
5 H -2.91 -0.14 -0.34
6 C 2.24 -0.90 1.07
7 C 1.39 -0.47 0.11
8 O 0.86 0.75 0.29
9 H 3.00 -1.86 1.04
10 H 2.59 -0.61 2.08
11 H 1.14 -1.09 -0.65
12 H -0.10 0.91 -0.13

Partial charges, Mulliken, in e: atom 1 (C): -0.656, atom 2 (S): -0.704, atom 3 (H): 0.232, atom 4 (H): 0.178, atom 5 (H): 0.151, atom 6 (C): -0.677, atom 7 (C): 0.038, atom 8 (O): -0.560, atom 9 (H): 0.140, atom 10 (H): 0.239, atom 11 (H): 0.404, atom 12 (H): 0.215


No. 4
Here is 2 unconnected molecules or ions with the total composition C3H7OS from the Open Molecules 2025 dataset. Energies are from ωB97M-V with the def2-TZVPD basis set.

Relative energy (zero: lowest compared OMol25 entry of this formula, charge and spin) (kcal/mol): 27.9
Net charge: -1
Total energy (eV): -16107.0689
Gap between HOMO and LUMO (eV): 6.6

CARTESIAN COORDINATES (ANGSTROEM)
1 O -3.18 1.89 1.88
2 C -2.51 0.89 1.74
3 H -2.72 0.07 1.04
4 H -1.56 0.76 2.27
5 C 1.80 0.18 -0.88
6 C 0.87 -1.05 -0.89
7 S -0.26 -1.13 0.57
8 H 2.40 0.26 0.01
9 H 1.14 1.01 -1.16
10 H 2.33 0.10 -1.85
11 H 1.48 -1.96 -0.97
12 H 0.22 -1.02 -1.77

Partial charges, Mulliken, in e: atom 1 (O): -0.494, atom 2 (C): 0.012, atom 3 (H): 0.195, atom 4 (H): 0.193, atom 5 (C): -0.982, atom 6 (C): -0.468, atom 7 (S): -0.714, atom 8 (H): 0.299, atom 9 (H): 0.253, atom 10 (H): 0.290, atom 11 (H): 0.221, atom 12 (H): 0.195


No. 5
Here is a gas-phase ion, C3H7OS (charge -1) from the Open Molecules 2025 dataset. Energies are from ωB97M-V with the def2-TZVPD basis set.

SMILES: [O-]CCCS
Relative energy (zero: lowest compared OMol25 entry of this formula, charge and spin) (kcal/mol): 42.6
Net charge: -1
Total energy (eV): -16106.4304
Gap between HOMO and LUMO (eV): 5.8

CARTESIAN COORDINATES (ANGSTROEM)
1 O -2.57 -0.27 -0.22
2 C -1.65 0.66 -0.04
3 C -0.48 0.28 0.92
4 C 0.50 -0.76 0.35
5 S 2.01 -0.01 -0.46
6 H -1.98 1.64 0.47
7 H -1.19 1.06 -0.98
8 H -0.01 1.19 1.30
9 H -1.02 -0.26 1.71
10 H 0.05 -1.21 -0.53
11 H 0.84 -1.33 1.21
12 H 1.36 1.15 -0.68

Partial charges, Mulliken, in e: atom 1 (O): -0.853, atom 2 (C): -0.329, atom 3 (C): -0.826, atom 4 (C): -0.550, atom 5 (S): -0.326, atom 6 (H): 0.187, atom 7 (H): 0.117, atom 8 (H): 0.480, atom 9 (H): 0.309, atom 10 (H): 0.345, atom 11 (H): 0.338, atom 12 (H): 0.108


No. 6
Here is 3 unconnected molecules or ions with the total composition C3H7OS from the Open Molecules 2025 dataset. Energies are from ωB97M-V with the def2-TZVPD basis set.

Relative energy (zero: lowest compared OMol25 entry of this formula, charge and spin) (kcal/mol): 56.0
Expectation value of S²: 0.75
Total energy (eV): -16102.9512
Spin multiplicity: 2
Gap between HOMO and LUMO (alpha / beta) (eV): 10.0 / 6.5

CARTESIAN COORDINATES (ANGSTROEM)
1 C 0.50 1.54 -0.17
2 O 1.11 1.81 -1.18
3 C -1.07 -0.06 -0.71
4 C -0.04 -0.81 -1.09
5 S -0.05 -1.63 2.67
6 H 0.94 0.76 0.48
7 H -0.22 2.21 0.33
8 H -1.68 0.50 -1.42
9 H -1.54 -0.19 0.25
10 H 0.24 -1.58 -0.37
11 H 0.64 -0.60 -1.90
12 H 1.17 -1.94 3.11

Partial charges, Mulliken, in e: atom 1 (C): -0.116, atom 2 (O): -0.492, atom 3 (C): -0.589, atom 4 (C): -0.381, atom 5 (S): -0.201, atom 6 (H): 0.249, atom 7 (H): 0.307, atom 8 (H): 0.313, atom 9 (H): 0.232, atom 10 (H): 0.194, atom 11 (H): 0.308, atom 12 (H): 0.176


No. 7
Here is 3 unconnected molecules or ions with the total composition C3H7OS2 from the Open Molecules 2025 dataset. Energies are from ωB97M-V with the def2-TZVPD basis set.

Relative energy (zero: lowest compared OMol25 entry of this formula, charge and spin) (kcal/mol): 33.9
Net charge: -1
Total energy (eV): -26941.3412
Gap between HOMO and LUMO (eV): 4.9

CARTESIAN COORDINATES (ANGSTROEM)
1 C 2.70 -1.61 -1.80
2 C 0.45 -3.13 2.58
3 O 0.99 -3.03 3.64
4 C 1.76 -2.29 -2.45
5 S -1.06 2.53 -1.44
6 S -1.66 2.42 0.46
7 H 3.54 -2.02 -1.25
8 H 2.40 -0.63 -1.40
9 H -0.44 -3.75 2.41
10 H 0.70 -2.52 1.71
11 H 0.76 -1.92 -2.56
12 H 1.87 -3.34 -2.72
13 H -2.75 1.70 0.67

Partial charges, Mulliken, in e: atom 1 (C): -0.512, atom 2 (C): -0.010, atom 3 (O): -0.396, atom 4 (C): -0.489, atom 5 (S): -0.700, atom 6 (S): -0.326, atom 7 (H): 0.251, atom 8 (H): 0.255, atom 9 (H): 0.189, atom 10 (H): 0.214, atom 11 (H): 0.274, atom 12 (H): 0.221, atom 13 (H): 0.029


No. 8
Here is 2 unconnected molecules or ions with the total composition C3H7P from the Open Molecules 2025 dataset. Energies are from ωB97M-V with the def2-TZVPD basis set.

Relative energy (zero: lowest compared OMol25 entry of this formula, charge and spin) (kcal/mol): 53.7
Total energy (eV): -12509.7538
Gap between HOMO and LUMO (eV): 9.9

CARTESIAN COORDINATES (ANGSTROEM)
1 C -0.01 0.21 -1.36
2 C -0.43 0.14 0.05
3 C 0.11 -0.80 1.08
4 P 0.12 1.81 -0.40
5 H 0.90 -0.31 -1.62
6 H -0.75 0.20 -2.14
7 H -2.14 0.24 0.37
8 H -0.19 -1.82 0.86
9 H -0.26 -0.54 2.07
10 H 1.20 -0.75 1.10
11 H 1.45 1.62 0.00

Partial charges, Mulliken, in e: atom 1 (C): -0.762, atom 2 (C): 0.183, atom 3 (C): -1.038, atom 4 (P): -0.040, atom 5 (H): 0.285, atom 6 (H): 0.287, atom 7 (H): 0.194, atom 8 (H): 0.286, atom 9 (H): 0.300, atom 10 (H): 0.317, atom 11 (H): -0.011


Q: The highest relative energy (zero: lowest compared OMol25 entry of this formula, charge and spin) belongs to which entry?
A: number 3